# 1
{
  "formula": "C6H7NS2",
  "method": "ωB97M-V with the def2-TZVPD basis set",
  "species": ["C", "S", "N", "C", "C", "C", "C", "C", "S", "H", "H", "H", "H", "H", "H", "H"],
  "positions_angstrom": [[1.278, -0.382, 2.518], [-0.388, -0.823, 2.016], [-0.524, -0.375, 0.386], [-0.215, -1.234, -0.548], [-0.344, -0.923, -1.873], [-0.606, 0.429, -2.303], [-0.856, 1.460, -1.386], [-0.837, 1.204, 0.004], [-0.965, 2.207, 1.220], [1.964, -1.146, 2.096], [1.302, -0.424, 3.630], [1.581, 0.621, 2.200], [0.352, -2.104, -0.286], [-0.178, -1.724, -2.574], [-0.782, 0.658, -3.401], [-0.782, 2.556, -1.698]],
  "atomic_forces_ev_per_a": [[0.74, -0.37, -0.13], [-0.67, 0.05, 0.43], [-0.43, 3.82, 0.63], [0.79, -0.04, -1.96], [-0.22, 1.02, -0.79], [-1.44, 0.00, 0.06], [1.29, -0.18, -1.24], [0.85, -3.11, -0.03], [-0.26, 1.18, 1.31], [-0.15, 0.59, 0.41], [-0.12, -0.05, -0.76], [-0.25, -0.17, 0.04], [-0.45, -0.73, 0.40], [0.18, 0.14, -0.26], [0.76, -0.38, 1.46], [-0.63, -1.76, 0.43]],
  "lowdin_charge": [-0.394, 0.847, -0.398, -0.216, -0.091, -0.060, -0.150, -0.790, 0.684, 0.035, 0.049, 0.029, 0.113, 0.090, 0.125, 0.126],
  "lumo_ev": -0.23,
  "gap_ha": 0.279,
  "spin_multiplicity": 1,
  "total_charge": 0
}



# 2
{
  "formula": "C6H7O",
  "method": "ωB97M-V with the def2-TZVPD basis set",
  "species": ["C", "C", "C", "C", "C", "C", "O", "H", "H", "H", "H", "H", "H", "H"],
  "positions_angstrom": [[0.009, 1.152, 0.891], [1.217, 1.714, 0.539], [-1.129, 0.522, 0.527], [2.361, 0.113, -0.937], [2.488, -0.966, -1.641], [-2.095, -0.436, 0.640], [2.205, 1.179, -0.265], [-0.296, 1.301, 2.045], [1.696, 2.489, 1.100], [2.200, -1.081, -2.724], [3.216, -1.755, -1.352], [-1.944, -1.251, 1.423], [-2.186, -0.735, -0.422], [-3.231, -0.058, 0.850]],
  "atomic_forces_ev_per_a": [[-2.03, -1.40, 1.01], [0.01, 0.10, 0.91], [3.37, 2.96, 0.78], [-1.25, 2.20, 1.56], [1.06, -0.16, -0.96], [-4.00, -1.59, 1.86], [0.82, -3.15, -2.90], [0.28, 0.21, -2.18], [-0.14, 0.15, 0.27], [-0.09, 0.56, 1.23], [-0.77, 0.49, 0.35], [0.10, 0.55, -1.43], [-0.05, -0.62, 0.20], [2.68, -0.30, -0.70]],
  "lowdin_charge": [-0.082, -0.098, 0.045, 0.002, 0.103, -0.098, 0.102, 0.232, 0.120, 0.123, 0.115, 0.123, 0.133, 0.178],
  "lumo_ev": [-5.20, -5.34],
  "gap_ha": [0.246, 0.244],
  "spin_multiplicity": 1,
  "total_charge": 1
}



# 3
{
  "formula": "C6H7O2",
  "method": "ωB97M-V with the def2-TZVPD basis set",
  "species": ["C", "C", "C", "C", "C", "C", "O", "O", "H", "H", "H", "H", "H", "H", "H"],
  "positions_angstrom": [[-1.547, -1.295, 0.459], [-0.821, -0.016, -0.129], [-1.328, 1.353, 0.304], [0.390, 0.002, -0.623], [1.567, 0.006, -1.056], [2.770, -0.094, -0.095], [3.199, -1.260, 0.088], [3.245, 0.944, 0.382], [-2.584, -1.477, 0.124], [-1.035, -2.106, -0.114], [-1.463, -1.427, 1.552], [-0.525, 1.946, 0.849], [-1.521, 2.068, -0.558], [-2.231, 1.275, 0.919], [1.886, 0.080, -2.101]],
  "atomic_forces_ev_per_a": [[1.16, -0.17, -2.27], [-0.86, 0.18, 1.78], [0.45, 1.70, -0.37], [-2.93, -1.06, 0.26], [3.28, 0.23, -0.99], [1.18, -1.01, 0.72], [-0.59, 0.13, -0.46], [-0.40, 0.82, -0.19], [0.11, 0.81, 0.35], [-0.05, 0.14, 1.06], [0.11, 0.19, -0.56], [-0.94, -0.95, -0.18], [-0.20, -1.07, 0.70], [0.13, 0.17, -0.06], [-0.45, -0.12, 0.21]],
  "lowdin_charge": [-0.075, -0.326, -0.109, -0.063, -0.024, -0.761, -0.088, -0.067, 0.051, 0.071, 0.067, 0.088, 0.075, 0.051, 0.111],
  "lumo_ev": 3.73,
  "gap_ha": 0.282,
  "spin_multiplicity": 1,
  "total_charge": -1
}



| no. | E (eV) |
| --- | --- |
| 1 | -29494.140 |
| 2 | -8367.465 |
| 3 | -10429.835 |